Computed, not measured: a 2-piece molecular cluster, C6H7N2O4 overall, with ωB97M-V with the def2-TZVPD basis set.

Structure (XYZ):
```
19
Properties=species:S:1:pos:R:3
O 2.84322 -1.65261 0.71472
O -0.70477 -0.87461 0.23405
O 0.08687 -2.88414 -0.16467
O 2.77767 -0.65377 -1.63963
N 1.81220 0.20462 1.64232
N 2.12218 0.00876 -0.77630
C -2.04069 -1.34155 0.12420
C 1.48073 1.14662 -1.01124
C 0.31769 -1.78883 0.27447
C 0.97130 1.85420 0.05042
C 2.05593 -0.55512 0.57011
C 1.14281 1.38194 1.35926
H 1.56727 1.50595 -1.97427
H 0.83735 1.90535 2.18098
H -1.96813 -2.45055 -0.08257
H -2.61770 -1.27102 1.14876
H 2.75843 -2.06938 -0.14797
H 0.69939 2.91984 -0.04960
H -2.70360 -1.06665 -0.76234
```

Frontier orbital gap (spin up / spin down) ... 6.6 / 6.6 eV
Spin multiplicity ... 1
Charge ... -1

Okay, here come the Mulliken numbers, in e, for every atom: O -0.462; O -0.032; O -0.586; O -0.860; N -0.717; N 0.648; C -0.771; C -0.250; C 0.272; C -0.629; C 0.119; C -0.240; H 0.500; H 0.521; H 0.268; H 0.229; H 0.418; H 0.312; H 0.261



Computed, not measured: one molecule with the formula C6H7N3O, with ωB97M-V with the def2-TZVPD basis set.

Structure (XYZ):
```
17
Properties=species:S:1:pos:R:3
O -3.63004 -0.76013 -0.38237
N -1.30264 -0.94118 -0.22143
N 0.88529 -1.51289 0.11834
N -2.41802 0.99056 0.56510
C 0.45138 0.80994 -0.47101
C 1.73968 1.08747 -0.36230
C 2.14166 -1.21809 0.27254
C 2.72604 0.12450 0.05518
C 0.04660 -0.44386 -0.13245
C -2.58972 -0.22931 -0.00265
H -1.42472 -1.98212 -0.51631
H 2.09528 2.08300 -0.31012
H 2.66361 -2.10308 0.45427
H 3.64841 0.19673 -0.06566
H -0.24347 1.46359 -0.77768
H -3.16197 1.40846 0.74364
H -1.62738 1.02640 1.03289
```

SMILES ... NC(=O)Nc1ccccn1
Frontier orbital gap ... 9.3 eV
Spin multiplicity ... 1

Okay, here come the Mulliken numbers, in e, for every atom: O -0.616; N -0.157; N -0.557; N -0.314; C -0.347; C -0.534; C -0.164; C -0.855; C 0.283; C 0.467; H 0.289; H 0.389; H 0.465; H 0.585; H 0.680; H 0.151; H 0.235



Computed, not measured: one molecule with the formula C6H7N3O, with ωB97M-V with the def2-TZVPD basis set.

Structure (XYZ):
```
17
Properties=species:S:1:pos:R:3
O 3.29910 -0.42738 -0.35412
N 2.00649 1.01602 0.86269
N 1.05200 -0.69278 -0.36681
N -1.08933 -1.32112 0.22531
C -1.95640 1.26567 -0.34562
C -2.39286 -0.97227 0.36780
C -0.26301 -0.31627 -0.20935
C 2.21713 -0.08189 0.02310
C -2.94635 0.27666 0.08315
C -0.65730 0.91648 -0.57253
H -2.49776 2.29908 -0.47961
H -4.07527 0.56772 0.31424
H 0.25156 1.60499 -0.79472
H 2.88441 1.56633 1.06796
H 1.19108 -1.84262 -0.28731
H 1.12975 1.51834 1.13700
H -3.06793 -1.83987 0.74769
```

SMILES ... NC(=O)Nc1ccccn1
Frontier orbital gap ... 9.7 eV
Spin multiplicity ... 1

Okay, here come the Mulliken numbers, in e, for every atom: O -0.590; N -0.417; N -0.204; N -0.602; C -0.340; C -0.150; C 0.560; C 0.369; C -0.345; C -0.418; H 0.255; H 0.265; H 0.474; H 0.238; H 0.334; H 0.282; H 0.288



Computed, not measured: one molecule with the formula C6H7N3O2, with ωB97M-V with the def2-TZVPD basis set.

Structure (XYZ):
```
18
Properties=species:S:1:pos:R:3
O 2.41834 1.58366 -2.69401
O -1.92539 2.62609 -1.48448
N 1.34855 1.58508 -2.11585
N 0.33384 2.56835 -2.21474
N -0.78875 2.06066 -1.45487
C -0.42554 -0.89962 0.96449
C 1.63892 -0.33056 -0.45404
C 0.99990 -1.10358 0.43286
C -0.37589 1.01978 -0.75214
C 0.96395 0.76356 -1.13318
C -1.17521 0.31011 0.33421
H -1.35565 1.25074 0.96592
H -0.88660 -1.82415 0.85328
H 1.43778 -1.92726 0.97030
H 0.14225 2.93664 -3.10649
H -0.48443 -0.58389 2.12303
H 2.70513 -0.38905 -0.53115
H -2.21597 0.13169 -0.19257
```

Frontier orbital gap (spin up / spin down) ... 6.6 / 7.0 eV
Spin multiplicity ... 3

Okay, here come the Mulliken numbers, in e, for every atom: O -0.702; O -0.685; N 0.774; N -0.516; N 0.674; C -0.687; C -0.372; C -0.691; C 0.055; C 0.479; C -0.537; H 0.281; H 0.393; H 0.382; H 0.225; H 0.242; H 0.388; H 0.298



Computed, not measured: one molecule with the formula C6H7NO, with ωB97M-V with the def2-TZVPD basis set.

Structure (XYZ):
```
15
Properties=species:S:1:pos:R:3
O 0.35611 -2.07088 0.00025
N -1.84420 0.11510 1.31511
C -0.93490 -0.16314 0.67772
C -0.04961 -0.31236 -1.59989
C -0.40295 1.17135 -1.86544
C 0.33819 -0.67176 -0.06107
C 0.85979 1.38997 1.28215
C 1.29883 0.43563 0.39645
H 0.30838 1.97267 -1.29294
H 1.11110 -2.01535 0.92964
H 0.05523 1.14655 1.95572
H -0.62715 -1.05686 -2.20722
H 1.42089 2.42778 1.73200
H 2.06068 0.72753 -0.51035
H -0.92465 1.46088 -2.79414
```

SMILES ... C=CC(O)(C#N)C=C
Frontier orbital gap ... 9.5 eV
Spin multiplicity ... 1

Okay, here come the Mulliken numbers, in e, for every atom: O -0.550; N -0.497; C 0.038; C -0.575; C -0.512; C 1.284; C -0.448; C -0.839; H 0.154; H 0.449; H 0.299; H 0.321; H 0.214; H 0.350; H 0.313



Computed, not measured: one molecule with the formula C6H7NO, with ωB97M-V with the def2-TZVPD basis set.

Structure (XYZ):
```
15
Properties=species:S:1:pos:R:3
O -0.26976 -1.43343 -0.41272
N 1.04041 -1.31123 -0.34955
C -2.49722 -0.59722 -0.15143
C 1.57236 -0.16608 -0.05700
C 0.76987 1.04159 0.44468
C -1.08539 -0.27800 -0.25784
C 2.85931 0.01852 -0.32682
C -0.55683 0.88167 0.33938
H -3.05470 0.33233 -0.40248
H -2.80104 -1.48450 -0.74639
H -1.28655 1.64220 0.68018
H -2.79968 -0.72146 0.90772
H 1.30544 1.78147 1.00751
H 3.20070 1.04189 -0.37730
H 3.60308 -0.74776 -0.29792
```

Frontier orbital gap (spin up / spin down) ... 7.7 / 6.7 eV
Spin multiplicity ... 1

Okay, here come the Mulliken numbers, in e, for every atom: O -0.103; N -0.458; C -1.088; C 0.755; C -0.859; C 0.526; C -0.829; C -0.136; H 0.330; H 0.325; H 0.285; H 0.270; H 0.388; H 0.297; H 0.298



no.,E_tot (eV)
1,-17502.537
2,-12851.573
3,-12852.618
4,-14892.366
5,-9865.998
6,-9867.976